{"formula": "C42H62F15N4O11", "method": "the ωB97M-V functional and the def2-TZVPD basis", "symbols": ["F", "F", "F", "F", "F", "F", "F", "F", "F", "F", "F", "F", "F", "F", "F", "O", "O", "O", "O", "O", "O", "O", "O", "O", "O", "O", "N", "N", "N", "N", "C", "C", "C", "C", "C", "C", "C", "C", "C", "C", "C", "C", "C", "C", "C", "C", "C", "C", "C", "C", "C", "C", "C", "C", "C", "C", "C", "C", "C", "C", "C", "C", "C", "C", "C", "C", "C", "C", "C", "C", "C", "C", "H", "H", "H", "H", "H", "H", "H", "H", "H", "H", "H", "H", "H", "H", "H", "H", "H", "H", "H", "H", "H", "H", "H", "H", "H", "H", "H", "H", "H", "H", "H", "H", "H", "H", "H", "H", "H", "H", "H", "H", "H", "H", "H", "H", "H", "H", "H", "H", "H", "H", "H", "H", "H", "H", "H", "H", "H", "H", "H", "H", "H", "H"], "coordinates": [[-0.488787, -8.045600, 1.578450], [-1.591913, -8.801165, 3.272646], [-10.607914, 1.119263, 5.398727], [-3.405622, 2.054573, -1.405466], [1.515436, -4.047014, -0.103535], [-10.273973, 0.384974, 3.395137], [1.169018, -4.870529, 1.855255], [0.087543, 0.004196, 8.380859], [-3.822345, 4.130594, -1.782221], [-2.961471, 2.906945, -3.347371], [-0.130135, -2.055835, 8.993691], [-0.644409, -10.173513, 1.912502], [1.826882, -1.160148, 8.904924], [0.823032, -2.769625, 1.489048], [-8.922507, -0.160302, 4.983003], [-6.060740, 2.261102, -1.760687], [1.794007, -1.656187, 6.187517], [-7.694573, 2.285778, 4.608799], [-5.643961, 2.565252, -3.946205], [-1.206525, -4.270799, -0.548086], [1.826724, -9.444491, 2.681922], [-9.484708, 2.954065, 3.424453], [-0.422697, -2.003770, 6.322911], [-1.509112, -4.545657, 1.665545], [-1.068928, 3.466450, -3.000303], [0.875670, -8.491792, 4.481528], [0.698581, 5.362642, 0.541896], [0.894125, 4.831262, -1.835973], [2.624249, 3.110123, -2.283561], [0.626395, 3.083696, -0.095597], [4.230835, 0.140820, -2.208037], [0.793716, -8.943660, 3.376257], [-7.432967, 1.949654, -2.063779], [1.441873, 6.155737, -2.152120], [3.240174, -10.579983, 4.300377], [-7.568519, 0.508128, -2.511138], [5.807128, 6.271358, -3.662222], [-8.800037, 2.091008, 4.193160], [3.256293, 6.280136, -4.063730], [7.322420, 6.253279, -4.144067], [-0.771397, -4.293419, 0.566610], [3.153351, -1.020968, -2.528067], [5.579339, 6.248273, -2.152173], [0.091123, 2.661918, -2.592612], [-8.813442, 4.182605, 3.107314], [-3.870828, 2.909491, -2.333614], [4.142358, 6.217640, -1.625051], [1.416728, 0.520552, -3.625347], [-9.648033, 0.855505, 4.491927], [-0.008792, -3.834591, 4.779176], [-3.132918, -6.229150, 1.012324], [-7.850667, 3.984815, 1.953642], [0.763766, 4.501521, -0.484125], [0.138690, 1.456343, -3.611697], [1.695684, -0.331948, -2.312738], [3.103306, -9.414403, 3.341378], [0.775882, -1.655517, 6.817546], [0.643728, -1.219899, 8.276184], [-0.443927, -2.392173, 4.940481], [6.846819, 0.156185, -2.648822], [-0.176684, 2.308218, -1.072515], [2.964182, 6.229328, -2.559784], [-2.907842, -4.794136, 1.441345], [1.318596, 3.710702, -2.707520], [5.707057, -0.407921, -2.007948], [4.642399, 6.307363, -4.643892], [-0.483757, -8.993714, 2.539472], [8.056177, 0.816044, -1.858817], [0.641597, -1.525890, -2.275904], [-5.278943, 2.553174, -2.807722], [6.987154, 0.121313, -4.250934], [0.682143, -3.998766, 0.947054], [7.739090, 1.684616, -1.210267], [-0.099826, -4.150819, 3.741166], [7.945979, 7.091247, -3.711334], [3.973620, 0.699136, -1.241658], [4.285945, 0.922855, -3.028317], [3.211288, 2.951127, -3.104047], [6.890684, 1.168511, -4.684211], [1.060968, -2.344068, -2.959791], [-7.999514, 2.102422, -1.143960], [8.562321, 0.001172, -1.254614], [7.758775, 5.272032, -3.742278], [6.301501, -0.639497, -4.727818], [-8.617306, 0.249549, -2.664284], [-1.755926, 2.841849, -3.470317], [1.266718, -0.237216, -4.473455], [7.413364, 6.165730, -5.278226], [-8.309947, 4.588331, 3.987712], [2.507841, -10.514100, 5.107604], [2.394406, 6.292600, -4.808760], [1.789298, 0.259552, -1.353256], [1.328271, 6.164802, 0.626063], [-0.375258, -1.265033, -2.723894], [3.256793, -8.457213, 3.845143], [0.489928, -2.002646, -1.263932], [-7.051441, 3.290608, 2.222275], [4.873387, 6.317225, -5.743417], [-7.833802, 2.642152, -2.807358], [-0.616957, -4.491651, 5.405346], [0.030447, 1.892999, -4.665718], [-1.270303, 2.539637, -0.837496], [3.860862, -9.491856, 2.559879], [3.060323, -11.525199, 3.783134], [-0.790107, 0.812014, -3.436842], [-1.474928, -2.280586, 4.599715], [-0.046818, 5.279317, 1.246750], [-3.414937, -4.611569, 2.390308], [-8.368060, 3.556767, 1.091571], [-7.029753, 0.332864, -3.444658], [5.871968, -1.312656, -1.331600], [2.328912, 1.129220, -3.951719], [1.445498, 4.013422, -3.799565], [-7.398993, 4.934287, 1.660754], [-9.586642, 4.897380, 2.821375], [-2.696592, -6.917563, 1.737591], [1.557667, 2.688095, 0.073316], [4.238343, -10.601167, 4.740865], [-0.070725, 1.195620, -0.825162], [-2.654922, -6.433096, 0.051912], [-3.316943, -4.086427, 0.716373], [1.029053, -3.970273, 5.090673], [2.453750, 2.245851, -1.766602], [3.223519, -1.388859, -3.593167], [3.954860, 6.168644, -0.508070], [-7.141710, -0.166562, -1.765392], [8.056470, -0.226405, -4.458232], [8.811695, 1.195063, -2.611651], [-4.199280, -6.441576, 0.918819], [1.290169, 6.935984, -1.329205], [0.854315, 6.573496, -3.042740], [0.168874, -1.716515, 4.338651], [6.427949, 6.213071, -1.402774], [3.330732, -1.816156, -1.740888]], "atomic_forces_ev_per_a": [[0.4, 0.0, 0.3], [0.7, 0.1, 0.1], [0.4, 0.4, -0.2], [-0.4, 0.0, -0.5], [-0.7, 0.0, 0.1], [0.4, 0.4, 0.1], [-0.6, 0.1, -0.4], [0.1, -0.3, -0.5], [-0.3, -0.4, -0.4], [-7.4, -1.0, -0.9], [0.2, 0.0, -0.5], [0.4, 0.3, 0.3], [-0.2, -0.1, -0.7], [-0.5, -0.1, -0.2], [0.1, 0.7, -0.2], [1.0, 0.5, -0.1], [0.0, 0.2, 0.6], [-0.2, -0.5, 0.1], [0.8, 0.2, 0.0], [0.7, 0.2, 0.0], [-0.9, 0.3, -0.2], [-0.1, -0.7, 0.5], [0.3, 0.5, 0.7], [1.1, 0.5, -0.4], [3.2, -1.5, -0.4], [-0.6, 0.0, -0.3], [0.3, 0.6, 0.0], [1.7, -0.3, 4.0], [-1.3, 0.8, -0.1], [-0.6, 2.2, -1.5], [1.1, -1.7, -1.3], [1.6, -0.1, 0.3], [-0.9, -0.4, -0.1], [0.5, 2.7, -1.1], [-0.3, -0.1, 0.1], [0.3, -0.1, -0.1], [-1.4, 0.3, 1.2], [0.3, 1.4, -0.5], [1.8, -0.1, 1.2], [-0.6, -1.3, 0.2], [-1.7, -0.4, 0.4], [-0.3, 2.3, 1.3], [-3.5, -0.1, -2.1], [-0.8, 1.3, -1.0], [0.3, 0.6, -0.3], [1.0, 0.4, 1.3], [0.5, 0.0, -2.6], [0.0, 0.0, -0.3], [-1.0, -1.6, 0.4], [0.2, -0.1, 0.3], [0.3, -0.2, -0.2], [0.2, -0.3, 0.0], [0.1, -2.1, -1.8], [0.4, -0.3, -0.2], [0.7, -1.6, -1.3], [0.7, -0.2, 0.4], [-0.5, -0.4, -1.4], [-0.1, 0.3, 1.8], [-0.1, -0.4, -0.7], [-1.0, -0.2, -0.2], [-0.7, -1.2, 0.3], [3.0, -0.3, -2.1], [-0.8, -0.3, -0.1], [0.0, -2.6, -0.6], [1.0, 0.5, -0.5], [-0.1, -0.3, 4.3], [-1.5, -0.4, -0.9], [0.2, -1.7, -0.9], [-0.1, -0.3, -0.5], [-1.8, -0.4, 0.0], [0.1, 1.2, 1.0], [1.9, -0.1, 0.5], [0.1, -1.2, -0.7], [-0.1, 0.0, 0.1], [-0.9, -0.8, -0.7], [0.3, -0.9, -1.2], [-0.1, -0.9, 0.8], [-0.2, 0.0, 0.6], [0.1, -1.3, 0.1], [-0.6, 1.1, 1.0], [0.4, 0.1, 0.1], [-0.4, 1.1, -0.3], [-0.5, 1.4, -0.5], [0.6, 1.1, 0.6], [0.1, 0.1, 0.0], [4.6, 1.8, 1.3], [0.1, 1.0, 1.2], [-0.2, 0.5, 1.6], [0.0, -0.3, 0.0], [0.1, 0.1, 0.0], [1.1, 0.0, 1.2], [-0.5, -0.6, -1.0], [-0.8, -0.2, -0.4], [1.2, -0.2, 0.8], [-0.3, -0.1, 0.0], [0.2, 0.7, -1.1], [0.0, 0.1, 0.1], [-0.5, 0.0, 1.3], [0.3, 0.0, 0.0], [-0.1, 0.1, -0.1], [0.1, -0.4, 1.5], [1.6, -0.2, -0.5], [-0.3, 0.0, -0.2], [0.1, 0.1, 0.0], [1.1, 0.9, -0.1], [0.0, 0.1, 0.3], [1.0, -0.5, -0.4], [0.4, 0.1, 0.1], [-0.1, 0.2, 0.0], [-0.1, 0.1, 0.0], [-0.3, 2.1, 0.4], [-1.3, -0.8, 0.6], [-0.6, 0.1, 1.7], [-0.1, 0.0, 0.0], [-0.2, -0.3, 0.1], [-0.2, 0.1, 0.0], [-0.4, 0.5, 0.2], [0.0, 0.0, -0.1], [0.1, 1.6, -0.4], [-0.1, 0.1, 0.0], [0.3, 0.0, 0.0], [0.0, 0.1, -0.1], [0.4, 0.2, -0.7], [0.1, 0.2, 1.3], [0.4, 0.1, -1.5], [-0.1, 0.1, 0.1], [-1.4, 0.5, 0.4], [-0.8, -0.4, 0.9], [0.1, 0.1, 0.0], [-0.1, -1.5, -0.9], [0.8, -0.7, 1.2], [0.1, 0.0, 0.3], [-1.1, 0.1, -1.2], [-0.4, 0.6, -1.2]], "charge": 1, "energy_ha": -4181.77737, "mol_weight_da": 1083.9, "homo_ev": -9.2, "lumo_energy_ev": -3.107}